DFT (ωB97M-V/def2-TZVPD) results for 2 unconnected molecules or ions with the total composition CH7N4P2 in a non-equilibrium geometry.

Last column: natural (NBO) charge in e.
Element x y z (Å)
N  0.102  -0.541  -0.542  -0.828
P  -4.060  0.133  0.098  0.579
P  -1.143  -0.065  0.315  1.211
H  3.721  1.482  -0.314  0.450
C  2.116  0.167  0.364  0.670
H  1.908  -1.368  1.614  0.440
H  2.032  1.602  -0.812  0.434
N  -2.514  -0.606  -0.488  -1.202
H  3.471  -0.926  1.514  0.430
H  -2.480  -1.358  -1.126  0.429
H  -3.657  1.316  -0.476  -0.038
N  2.526  -0.687  1.198  -0.764
H  -4.739  -0.207  -0.977  -0.031
N  2.718  1.058  -0.367  -0.780

## Properties
Molar mass   137.0 g mol⁻¹
Charge   +1
LUMO energy (spin up / spin down)   -5.754 / -5.756 eV
ΔE to the lowest compared entry with this formula, charge and spin   443.2 kJ/mol
Kohn-Sham gap (spin up / spin down)   7.042 / 7.040 eV
Spin multiplicity   1

=====

DFT (ωB97M-V/def2-TZVPD) results for 3 unconnected molecules or ions with the total composition CH7N5 in a non-equilibrium geometry.

Last column: natural (NBO) charge in e.
Element x y z (Å)
H  4.679  -0.342  -1.292  0.049
H  4.012  -0.516  -1.819  0.017
N  1.338  0.251  0.455  0.076
N  2.416  -0.136  0.351  -0.076
N  -3.083  -0.159  0.291  -0.478
C  0.279  0.837  0.370  0.381
N  -1.733  -0.380  0.372  -0.007
H  3.266  -0.015  -0.306  0.487
H  -3.559  -0.988  0.011  0.443
N  -0.997  0.701  0.383  -0.295
H  -3.674  0.481  0.741  0.461
H  -1.645  1.537  0.141  0.481
H  -1.300  -1.272  0.302  0.461

## Properties
Molar mass   89.1 g mol⁻¹
Charge   +2
LUMO energy (spin up / spin down)   -11.641 / -11.573 eV
ΔE to the lowest compared entry with this formula, charge and spin   513.9 kJ/mol
Kohn-Sham gap (spin up / spin down)   7.684 / 8.190 eV
Spin multiplicity   1

=====

DFT (ωB97M-V/def2-TZVPD) results for a gas-phase ion, CH7N6 (charge +1) in a non-equilibrium geometry.

Last column: natural (NBO) charge in e.
Element x y z (Å)
H  2.048  -0.958  -0.465  0.249
N  0.429  1.606  0.682  -0.188
H  0.151  -2.047  -1.037  0.386
H  -1.688  -1.406  0.277  0.363
H  -1.935  -0.707  -1.180  0.381
N  0.356  0.674  1.613  0.011
N  -1.313  -0.718  -0.376  -0.699
H  0.591  1.269  -1.321  0.423
H  -0.004  0.864  2.550  0.462
N  1.031  1.047  -0.431  -0.421
N  0.826  -0.441  1.298  -0.126
C  1.036  -0.401  -0.132  0.179
H  -0.032  2.507  0.676  0.454
N  -0.014  -1.068  -0.827  -0.474

## Properties
Molar mass   103.1 g mol⁻¹
Charge   +1
Structure (SMILES)   NN[C@@H]1N=[NH+]NN1
LUMO energy (spin up / spin down)   -4.881 / -4.879 eV
ΔE to the lowest compared entry with this formula, charge and spin   419.5 kJ/mol
Kohn-Sham gap (spin up / spin down)   8.928 / 8.930 eV
Spin multiplicity   1